(1)
{
  "formula": "C40H33N5O8SV",
  "method": "ωB97M-V/def2-TZVPD",
  "s_squared": 3.788,
  "total_energy_ev": -102374.65536,
  "spin_multiplicity": 4,
  "relative_energy_kj_mol": 33.67,
  "e_homo_ev": [-0.7, -2.3],
  "orbital_gap_ev": [4.730, 6.281],
  "charge": -2,
  "species": ["V", "C", "C", "O", "C", "C", "C", "N", "N", "C", "O", "C", "C", "C", "C", "C", "C", "H", "H", "H", "H", "H", "H", "H", "H", "H", "H", "H", "H", "O", "C", "O", "C", "C", "C", "C", "C", "N", "C", "O", "O", "H", "H", "H", "C", "O", "C", "C", "C", "C", "C", "C", "N", "C", "C", "C", "C", "C", "C", "C", "O", "H", "H", "H", "H", "H", "H", "H", "H", "H", "H", "H", "H", "H", "S", "C", "N", "C", "C", "C", "C", "C", "C", "H", "H", "H", "H", "H"],
  "positions_angstrom": [[0.3549, -0.1572, 0.3646], [2.2515, 3.4880, 1.3038], [1.1543, 2.4769, 1.4844], [1.2606, 1.4503, 0.7142], [0.1342, 2.6318, 2.3791], [-0.9465, 1.6964, 2.5065], [-2.1348, 2.1470, 3.3096], [-0.9406, 0.5509, 1.9036], [-2.1394, -0.1965, 2.0413], [-2.0488, -1.2079, 1.2425], [-1.0269, -1.4766, 0.4997], [-3.1783, -2.1871, 1.1515], [-3.0669, -3.2607, 0.2746], [-4.1103, -4.1696, 0.1512], [-5.2634, -4.0124, 0.9061], [-5.3734, -2.9414, 1.7866], [-4.3370, -2.0307, 1.9081], [3.2070, 3.0252, 1.5596], [2.0976, 4.3734, 1.9214], [2.2959, 3.7794, 0.2531], [0.0745, 3.5438, 2.9573], [-1.8526, 2.9731, 3.9623], [-2.5537, 1.3300, 3.8911], [-2.9092, 2.4908, 2.6202], [-2.1586, -3.3566, -0.3033], [-4.0210, -4.9932, -0.5473], [-6.0802, -4.7180, 0.8068], [-6.2748, -2.8109, 2.3745], [-4.4060, -1.1824, 2.5764], [-1.3374, 3.5863, -1.7274], [-0.9076, 2.4697, -1.3964], [-1.3595, 1.6566, -0.5566], [0.3266, 1.9543, -2.1471], [0.9734, 2.6728, -3.1423], [2.0239, 2.0687, -3.8214], [2.3677, 0.7584, -3.5298], [1.6719, 0.1218, -2.5113], [0.7109, 0.7242, -1.8310], [1.8493, -1.3339, -2.1038], [2.4266, -2.0975, -2.8836], [1.2868, -1.6131, -1.0084], [0.6256, 3.6720, -3.3621], [2.5561, 2.6129, -4.5952], [3.1396, 0.2153, -4.0559], [-1.1404, -3.0197, 3.7743], [-0.5332, -2.7877, 5.0524], [0.1538, -1.5825, 5.0838], [-0.4067, -0.4677, 5.6726], [0.3042, 0.7255, 5.7293], [1.5755, 0.7794, 5.1728], [2.1430, -0.3345, 4.5785], [1.4380, -1.5399, 4.5267], [1.9578, -2.7111, 4.0181], [3.1524, -2.8795, 3.3434], [3.7157, -2.0609, 2.3367], [5.1032, -2.2032, 2.1002], [5.7766, -1.4676, 1.1513], [5.0555, -0.5391, 0.3940], [3.6937, -0.3899, 0.5719], [2.9610, -1.1615, 1.5019], [1.6686, -1.1140, 1.6065], [-2.0618, -2.4421, 3.6939], [-1.3672, -4.0850, 3.7119], [-0.4616, -2.7406, 2.9648], [-1.4101, -0.5521, 6.0721], [-0.1403, 1.6054, 6.1753], [2.1277, 1.7102, 5.1743], [3.1224, -0.2789, 4.1278], [1.4424, -3.5381, 4.2663], [3.7184, -3.7532, 3.6539], [5.6457, -2.9187, 2.7121], [6.8405, -1.6071, 1.0005], [5.5556, 0.0609, -0.3585], [3.1530, 0.3158, -0.0384], [-2.6595, -3.3460, -3.6278], [-1.3817, -2.3252, -2.9874], [-1.7570, -1.2563, -2.3973], [-3.1404, -1.1567, -2.3964], [-3.8350, -0.1179, -1.7714], [-5.2130, -0.1641, -1.7938], [-5.8923, -1.2187, -2.4226], [-5.2108, -2.2480, -3.0396], [-3.8161, -2.2105, -3.0197], [-0.3465, -2.6286, -3.0663], [-3.2671, 0.6688, -1.2843], [-5.7776, 0.6208, -1.3072], [-6.9760, -1.2318, -2.4139], [-5.7450, -3.0654, -3.5053]],
  "forces_ev_per_a": [[0.1473, -0.5007, -1.2242], [-0.0795, 0.1086, 0.0949], [0.0036, -0.5085, -0.1924], [0.8339, 1.3561, 0.2770], [-0.1074, -0.0087, 0.0925], [0.2085, 0.2737, 0.0557], [-0.0057, -0.0289, 0.0003], [-0.4791, -0.3113, 0.3445], [0.5517, 0.2125, -0.1843], [-0.2290, -0.4152, -0.1851], [-0.5477, -0.5342, 0.0880], [0.1092, 0.2877, 0.0988], [-0.1248, -0.0265, 0.0665], [0.0501, 0.0607, 0.0036], [-0.0419, -0.0259, 0.0036], [-0.0039, 0.0198, 0.0180], [-0.0096, -0.0392, -0.0413], [0.0037, -0.0158, -0.0001], [0.0055, -0.0112, -0.0013], [-0.0133, 0.0084, -0.0172], [0.0357, -0.0058, -0.0013], [-0.0033, 0.0006, -0.0025], [0.0203, -0.0324, 0.0232], [-0.0176, -0.0140, -0.0222], [0.0455, -0.0068, -0.0334], [-0.0099, -0.0143, 0.0013], [-0.0061, -0.0081, -0.0075], [-0.0083, -0.0200, -0.0055], [0.0025, 0.0085, 0.0026], [0.0242, 0.0803, -0.0206], [0.0310, -0.0582, -0.0023], [-0.0875, -0.1438, 0.1373], [-0.0619, 0.0433, -0.0486], [-0.0317, -0.0839, -0.0051], [0.0022, 0.0761, -0.0593], [-0.0921, -0.0815, 0.0626], [0.0177, -0.0730, -0.0751], [0.1748, 0.1087, 0.4743], [-0.0415, 0.0222, -0.1001], [0.0446, 0.0023, -0.0412], [-0.1876, 0.0377, 0.4682], [-0.0020, 0.0172, 0.0056], [-0.0053, -0.0059, 0.0087], [0.0132, -0.0060, -0.0143], [-0.0793, -0.0352, -0.0078], [0.1433, 0.0603, 0.0728], [-0.1451, -0.0398, 0.0081], [-0.0104, -0.0551, 0.0040], [0.0156, 0.0008, -0.0189], [-0.0616, -0.0188, -0.0210], [-0.0768, -0.0391, -0.0328], [0.1189, -0.0320, 0.0149], [-0.0651, 0.1181, -0.0798], [0.1071, -0.1411, 0.0071], [0.0742, -0.0702, 0.0472], [0.0225, 0.0062, -0.0142], [-0.0297, 0.0237, -0.0225], [0.0117, -0.0110, 0.0184], [0.0521, -0.0510, 0.0067], [-0.1658, 0.0889, 0.0092], [-0.1815, 0.2489, -0.0003], [0.0352, 0.0133, -0.0455], [-0.0072, 0.0165, 0.0262], [-0.0368, 0.0220, -0.0548], [-0.0121, 0.0121, 0.0128], [-0.0216, 0.0246, -0.0044], [0.0085, 0.0337, 0.0085], [0.0539, 0.0114, -0.0259], [-0.0359, 0.0105, 0.0644], [0.0117, -0.0010, 0.0044], [0.0021, 0.0005, 0.0110], [0.0080, 0.0086, -0.0107], [0.0195, -0.0054, -0.0010], [-0.0376, 0.0448, -0.0270], [0.0065, -0.0575, 0.0250], [0.0450, 0.0462, 0.1420], [-0.0044, -0.0584, -0.2578], [0.2172, 0.1583, 0.1984], [-0.0451, -0.0962, -0.0834], [0.0102, -0.0048, -0.0063], [-0.0536, 0.0613, 0.0391], [0.0880, 0.0050, -0.0053], [-0.1848, 0.0083, 0.0027], [0.0886, -0.0307, -0.0695], [0.0234, 0.0175, 0.0404], [-0.0289, -0.0017, 0.0022], [-0.0027, -0.0077, 0.0006], [-0.0059, -0.0299, -0.0195]]
}

---

(2)
{
  "formula": "C25H47As2BO2PdSi4Te",
  "method": "ωB97M-V/def2-TZVPD",
  "total_energy_ev": -195423.79322,
  "e_homo_ev": -0.9,
  "orbital_gap_ev": 5.268,
  "charge": -2,
  "species": ["Pd", "C", "As", "C", "C", "C", "C", "C", "C", "C", "As", "C", "C", "H", "H", "H", "H", "H", "H", "H", "H", "H", "H", "H", "H", "H", "H", "H", "H", "O", "B", "O", "C", "C", "C", "C", "C", "C", "H", "H", "H", "H", "C", "Si", "C", "C", "Si", "Te", "Si", "C", "C", "C", "Si", "C", "C", "C", "H", "H", "H", "H", "H", "H", "H", "H", "H", "H", "H", "H", "H", "H", "H", "H", "H", "H", "H", "H", "H", "H", "H", "H", "H", "H", "H"],
  "positions_angstrom": [[-9.0294, -14.8413, -4.0647], [-10.4643, -15.2599, -7.3196], [-10.7486, -15.8549, -5.4736], [-12.7147, -15.6739, -5.4337], [-10.8156, -17.8596, -5.8702], [-11.4646, -18.3478, -7.0190], [-11.4710, -19.6766, -7.3095], [-10.8956, -20.5895, -6.4258], [-10.2904, -20.1399, -5.2540], [-10.2337, -18.7879, -4.9845], [-9.0152, -18.1557, -3.5552], [-8.8097, -19.8651, -2.5488], [-10.2260, -17.3945, -2.1427], [-11.2067, -15.6639, -7.9958], [-9.4129, -15.4038, -7.5591], [-10.7024, -14.2337, -7.2414], [-13.1659, -16.1991, -6.3041], [-13.0324, -14.6132, -5.4297], [-12.9944, -16.1203, -4.4655], [-11.8217, -17.6134, -7.7216], [-11.8734, -20.0953, -8.2338], [-10.9461, -21.6033, -6.6891], [-9.8375, -20.8867, -4.6179], [-9.7331, -20.3284, -2.2897], [-8.2706, -19.5965, -1.6295], [-8.2335, -20.6532, -3.0285], [-10.8096, -18.1953, -1.7015], [-10.8346, -16.5863, -2.5742], [-9.5867, -16.9909, -1.3970], [-6.2144, -13.3570, -3.9760], [-7.1340, -14.2556, -3.1913], [-6.2127, -14.7700, -2.1157], [-4.9479, -14.3085, -2.3933], [-3.8566, -14.6548, -1.6843], [-2.6494, -14.2070, -2.1902], [-2.5860, -13.3430, -3.2649], [-3.7370, -12.9015, -3.9153], [-4.9385, -13.4580, -3.5016], [-3.9269, -15.3262, -0.8513], [-1.7054, -14.4686, -1.7515], [-1.6070, -12.9786, -3.5899], [-3.6652, -12.2428, -4.7788], [-2.9302, -18.6056, -7.7465], [-4.1553, -20.0157, -8.2477], [-3.1128, -21.3927, -9.0882], [-5.0319, -20.7011, -6.7558], [-5.8127, -19.0166, -9.5884], [-7.1908, -17.6003, -8.1271], [-7.3836, -20.4556, -10.4954], [-6.7575, -21.1680, -12.1684], [-7.8148, -22.0059, -9.4733], [-8.9711, -19.5289, -11.0543], [-4.9186, -17.6645, -11.2152], [-3.7704, -18.6750, -12.3920], [-3.8926, -16.3055, -10.4536], [-6.1845, -16.9436, -12.3541], [-2.1064, -19.0507, -7.1241], [-3.4091, -17.7618, -7.2609], [-2.4424, -18.2784, -8.6778], [-2.2434, -21.6785, -8.4599], [-2.7621, -21.1277, -10.0913], [-3.7149, -22.3296, -9.2299], [-4.2825, -21.3453, -6.2840], [-5.9469, -21.2267, -6.9609], [-5.2787, -19.9071, -6.0093], [-5.8362, -21.7863, -12.0584], [-6.6431, -20.4091, -12.9682], [-7.4525, -21.8990, -12.5778], [-7.1306, -22.8284, -9.7265], [-8.8745, -22.2812, -9.7736], [-7.7933, -21.9497, -8.3940], [-8.7283, -18.6079, -11.5479], [-9.6345, -19.2946, -10.2510], [-9.3885, -20.1683, -11.8334], [-2.9130, -19.0885, -11.8806], [-3.4420, -18.0310, -13.2327], [-4.3311, -19.4763, -12.8521], [-2.9759, -16.6621, -9.9991], [-4.5195, -15.7802, -9.7166], [-3.6727, -15.6028, -11.2846], [-6.6215, -17.6731, -13.0507], [-5.5774, -16.2388, -12.9331], [-6.9398, -16.3734, -11.7629]],
  "forces_ev_per_a": [[0.1249, -0.3952, 0.2941], [-0.1966, -0.5213, 0.7581], [0.5092, -0.7194, -0.5996], [-0.2233, 0.1492, 0.0381], [-0.1024, -0.0287, 0.4526], [0.7657, 1.5579, 0.6374], [0.0464, -1.5860, -0.1745], [-0.1857, 1.6048, 0.2872], [-0.3709, -0.8189, -0.9210], [0.1318, 1.1162, 0.4861], [0.1125, 0.2017, 0.3202], [0.7771, 0.1249, 0.1127], [-0.3625, -0.4835, -1.2816], [0.2615, -0.4685, -0.3639], [-0.1999, -0.1208, -0.3610], [0.0854, 1.4446, -0.0414], [0.1718, 0.2366, 0.7158], [0.2867, -0.4830, -0.0244], [-0.2710, 0.0334, -0.5030], [-0.3350, -0.0427, -0.2320], [-0.0704, 0.4300, 0.1132], [0.1527, -1.3770, -0.1090], [0.0777, 0.1308, 0.2031], [-1.0203, -0.1667, 0.3482], [-0.1711, -0.0287, -0.1497], [0.3109, 0.2407, -0.3435], [-0.3797, -0.0944, -0.0100], [0.1960, -0.3550, 0.2710], [0.6408, 0.5254, 0.5965], [0.1306, -0.3163, 0.4302], [1.2032, 0.2762, -0.1349], [-0.4199, 0.8682, -1.4513], [-2.2629, -0.2893, 0.1156], [0.9764, -0.4086, 0.0353], [0.8481, 0.5033, 0.0483], [0.3511, 0.4077, -0.1026], [-0.4909, -0.1782, -0.5916], [-0.7387, -0.1964, 0.2806], [-0.0250, -0.1922, 0.2889], [0.2127, -0.2977, 0.3943], [-0.3261, -0.1254, 0.0309], [-0.1568, -0.0874, 0.1802], [0.6384, -1.4495, -0.2748], [-0.0470, 0.9787, -0.6516], [-0.3051, -0.8222, 0.2779], [0.7324, 0.7087, 1.1355], [-0.2486, -0.0348, 0.5660], [0.0701, 0.0188, 0.0552], [0.0832, 0.1432, -0.6365], [0.3506, -0.5457, -0.1582], [-0.9875, -0.3251, -0.6740], [1.0832, -0.9042, -0.1695], [0.7204, -1.3854, -0.0824], [-0.3723, 1.0131, -0.2895], [-0.5943, 0.7504, -0.5714], [-0.3535, 0.7681, 0.1031], [-0.7147, 0.5252, -0.2323], [-0.0479, 0.0160, 0.1031], [-0.1421, 0.0616, 0.2551], [-0.3041, 0.1838, -0.3181], [0.0484, 0.1758, 0.1897], [0.3203, 0.7489, 0.2020], [-0.2549, -0.3359, 0.2310], [-0.2896, -0.3870, -0.2018], [0.1670, -0.4148, -0.7259], [-0.2077, 0.7750, -0.0364], [0.2287, -0.2410, 0.5237], [-0.5213, -0.0980, -0.0186], [-0.2220, 0.1139, -0.2076], [1.1266, 0.0128, 0.3183], [-0.0873, 0.4667, 0.2914], [0.3802, 0.6401, -0.1465], [-0.5895, -0.0394, 0.4901], [-0.5144, -0.1607, 0.1422], [0.3363, -0.1136, 0.1104], [0.1218, -0.1781, 0.3823], [-0.2067, -0.4158, -0.0130], [0.0987, 0.0417, 0.0615], [0.3224, -0.1219, -0.0610], [0.1652, -0.1508, 0.4783], [-0.0674, 0.2189, 0.3606], [-0.2994, 0.1880, -0.2416], [0.3195, -0.4955, -0.6100]]
}

---

(3)
{
  "formula": "C6H9N",
  "method": "ωB97M-V/def2-TZVPD",
  "total_energy_ev": -7855.16435,
  "relative_energy_kj_mol": 289.00,
  "e_homo_ev": -8.6,
  "orbital_gap_ev": 9.653,
  "charge": 0,
  "species": ["C", "C", "C", "C", "C", "C", "H", "H", "H", "H", "H", "H", "H", "H", "H", "N"],
  "positions_angstrom": [[2.0083, 0.1912, -0.1167], [0.4455, 0.0800, -0.0192], [-0.4743, -0.8210, 0.9704], [-1.4090, -0.6000, -0.2440], [-1.6205, 0.9015, -0.1725], [-0.3754, 1.4156, -0.0594], [2.2950, 0.7986, 0.7380], [2.2208, 0.6618, -1.0715], [2.5281, -0.7706, -0.0920], [-0.7079, -0.3942, 1.9181], [-0.0451, -1.7916, 1.0354], [-2.2511, -1.2231, -0.4570], [0.1083, -1.6172, -1.2844], [-2.5373, 1.4684, -0.3085], [0.0430, 2.3550, 0.2805], [-0.2285, -0.6545, -1.1173]],
  "forces_ev_per_a": [[-1.9803, -0.3240, 0.5815], [1.0197, -0.3367, 0.0337], [1.0585, 1.5308, -0.7722], [0.1868, 0.1226, 0.6054], [0.6422, 1.7343, -0.4852], [-0.4495, -2.1961, 1.0149], [0.5186, 0.1296, -0.1477], [0.1642, 0.2819, 0.0332], [-0.2348, 0.0457, 0.1436], [-0.3611, 0.2097, 0.8294], [0.1082, -1.0328, 0.1210], [-0.4613, -0.3887, -0.1449], [-0.0909, 0.6204, 0.6653], [-0.0004, -0.3466, 0.2814], [-0.3255, 0.1504, -0.5804], [0.2057, -0.2005, -2.1789]]
}

---

(4)
{
  "formula": "C10H25BF3NO4",
  "method": "ωB97M-V/def2-TZVPD",
  "total_energy_ev": -29283.02708,
  "smiles": "CB(N)C(F)(F)F.COCCOC.COCCOC",
  "e_homo_ev": -9.2,
  "orbital_gap_ev": 9.517,
  "charge": 0,
  "species": ["C", "B", "N", "C", "F", "F", "F", "H", "H", "H", "H", "H", "C", "O", "C", "C", "O", "C", "H", "H", "H", "H", "H", "H", "H", "H", "H", "H", "C", "O", "C", "C", "O", "C", "H", "H", "H", "H", "H", "H", "H", "H", "H", "H"],
  "positions_angstrom": [[-0.6141, 2.8862, -2.3455], [-1.7018, 3.9993, -2.3295], [-1.4913, 5.4253, -2.4355], [-3.2329, 3.4954, -2.1516], [-3.7235, 3.0103, -3.3229], [-3.3193, 2.4788, -1.2449], [-4.1008, 4.4464, -1.7312], [-0.8845, 2.0657, -3.0217], [-0.6051, 2.4516, -1.3332], [0.3897, 3.2515, -2.5715], [-0.6331, 5.6153, -2.9455], [-1.3695, 5.8652, -1.5260], [-2.4072, 0.1622, 0.5969], [-1.2660, -0.4783, 1.1431], [-1.5482, -1.3187, 2.2481], [-1.6058, -2.7782, 1.8532], [-2.6696, -3.0483, 0.9597], [-2.2707, -3.1216, -0.3962], [-2.1201, 0.5572, -0.3743], [-3.2379, -0.5341, 0.4646], [-2.7315, 0.9915, 1.2340], [-2.4890, -1.0217, 2.7225], [-0.7450, -1.1858, 2.9806], [-1.7678, -3.3798, 2.7526], [-0.6498, -3.0827, 1.4127], [-1.7438, -4.0610, -0.5974], [-1.6263, -2.2835, -0.6728], [-3.1744, -3.0898, -1.0021], [5.0166, -1.1812, 1.7348], [3.7457, -1.7545, 1.9710], [2.6852, -0.8136, 1.9680], [1.9277, -0.7943, 0.6598], [2.7427, -0.3607, -0.4202], [3.2614, -1.4185, -1.2015], [5.7064, -1.9963, 1.5220], [4.9993, -0.4973, 0.8830], [5.3733, -0.6413, 2.6191], [3.0645, 0.1891, 2.1922], [1.9951, -1.0993, 2.7685], [1.0895, -0.1007, 0.7438], [1.5165, -1.7878, 0.4498], [2.4834, -1.8489, -1.8426], [3.6873, -2.2097, -0.5798], [4.0446, -1.0035, -1.8342]],
  "forces_ev_per_a": [[-0.0897, -0.0447, -0.4234], [-0.1319, 0.2213, -0.0042], [0.6717, -0.5904, -0.0524], [-0.2124, 0.1204, 0.4990], [0.1824, 0.1081, 0.1966], [-0.1319, 0.1111, -0.1862], [0.1723, -0.2225, -0.1061], [0.1505, 0.0196, 0.1251], [0.0115, 0.0695, -0.1468], [-0.0729, -0.1134, -0.0069], [0.1198, 0.0233, 0.2444], [-0.6911, 0.3351, -0.1571], [0.0470, -0.0170, 0.0049], [-0.0664, -0.0485, -0.0152], [0.0581, 0.0834, 0.0231], [-0.0346, -0.0941, 0.0084], [-0.0145, 0.0717, -0.0134], [-0.0056, -0.0151, -0.0011], [0.0076, 0.0129, 0.0132], [0.0035, -0.0145, 0.0040], [-0.0248, -0.0084, 0.0026], [-0.0119, -0.0135, 0.0015], [-0.0153, -0.0006, 0.0122], [0.0131, 0.0009, 0.0034], [0.0099, 0.0071, 0.0022], [0.0270, 0.0168, 0.0014], [-0.0020, 0.0036, -0.0084], [-0.0090, -0.0237, 0.0053], [0.0112, -0.0037, 0.0122], [-0.0041, -0.0186, -0.0788], [0.0021, -0.0610, 0.1077], [0.0265, 0.0998, -0.1088], [0.0618, -0.0119, 0.0422], [-0.0101, 0.0061, -0.0158], [0.0009, -0.0127, 0.0243], [0.0043, -0.0006, -0.0058], [-0.0108, 0.0274, -0.0116], [0.0011, 0.0088, -0.0048], [-0.0103, 0.0300, -0.0022], [-0.0180, -0.0398, 0.0119], [-0.0060, -0.0064, 0.0022], [-0.0010, -0.0251, 0.0218], [0.0072, -0.0042, -0.0038], [-0.0155, 0.0136, -0.0165]]
}